19
Properties=species:S:1:pos:R:3 method="wB97M-V/def2-TZVPD" smiles="NCCNC(=O)CN" fmax_ev_per_a=1.74 homo_energy_ev=-9.098 lumo_energy_ev=0.82 e_above_lowest_kj_mol=94.9 charge=0 orbital_gap_ha=0.3643
N -0.457 1.242 -2.667
C 0.154 1.704 -1.391
C 1.096 0.575 -0.995
N 0.825 -0.122 0.132
C -0.414 -0.026 0.896
C -0.351 -1.055 2.024
N -0.189 -2.401 1.517
O 2.035 0.304 -1.723
H 0.245 1.204 -3.401
H -1.192 1.897 -2.937
H -0.676 1.797 -0.709
H 0.728 2.603 -1.575
H 1.337 -0.973 0.315
H -0.423 0.962 1.370
H -1.292 -0.254 0.288
H -1.228 -0.884 2.643
H 0.439 -0.732 2.712
H -1.063 -2.889 1.399
H 0.426 -2.951 2.102

---

17
Properties=species:S:1:pos:R:3 method="wB97M-V/def2-TZVPD" smiles="C=C/C=C/C(=C)C" fmax_ev_per_a=1.66 homo_energy_ev=-8.659 lumo_energy_ev=0.93 e_above_lowest_kj_mol=201.4 charge=0 orbital_gap_ha=0.3524
C 2.206 1.001 0.303
C 0.850 1.324 -0.279
C 0.571 2.467 -0.888
C -0.517 -0.797 -0.185
C -0.275 0.463 0.172
C -1.695 -2.899 0.214
C -1.468 -1.631 0.559
H 2.183 -0.071 0.522
H 2.343 1.481 1.276
H 3.073 1.213 -0.318
H -0.409 2.643 -1.319
H 1.261 3.275 -1.100
H 0.118 -1.349 -0.855
H -0.919 0.851 0.958
H -2.550 -3.472 0.542
H -0.963 -3.354 -0.438
H -1.979 -1.156 1.391

---

34
Properties=species:S:1:pos:R:3 method="wB97M-V/def2-TZVPD" smiles="CNC(=O)CCCS.O.O.O.O.O" fmax_ev_per_a=2.75 homo_energy_ev=-9.433 lumo_energy_ev=0.42 e_above_lowest_kj_mol=151.4 charge=0 orbital_gap_ha=0.3620
C 0.283 -1.369 -1.306
C 1.756 -1.172 -0.914
C 2.122 0.280 -0.736
S 2.173 1.193 -2.325
C -0.633 -0.894 -0.216
N -0.786 -1.490 0.958
C -0.023 -2.635 1.488
O -1.404 0.056 -0.500
H -0.015 -0.952 -2.237
H 0.078 -2.431 -1.479
H 1.935 -1.648 0.041
H 2.374 -1.719 -1.626
H 1.430 0.798 -0.068
H 3.100 0.481 -0.304
H 0.888 1.512 -2.551
H -1.339 -1.108 1.707
H -0.723 -3.408 1.786
H 0.604 -3.012 0.709
H 0.612 -2.279 2.293
H -2.929 1.608 -1.606
H -1.535 1.832 -1.747
O -2.371 2.231 -2.032
H 1.642 3.217 2.624
H 0.751 2.190 1.971
O 1.103 2.454 2.842
H 0.089 0.886 3.076
H 0.189 -0.295 4.030
O -0.312 0.032 3.284
H 0.021 2.988 -0.286
H -0.970 2.223 0.531
O -0.453 3.044 0.553
H -2.597 -0.680 -3.442
H -2.714 -0.766 -1.864
O -2.348 -1.165 -2.654